Below is a cluster of 11 separate species, C43H65Cl11N6O5 in total in a non-equilibrium geometry, with properties calculated with wB97M-V/def2-TZVPD.

```
! RIJCOSX wB97M-V def2-TZVPD def2/J DEFGRID3
* xyz 2 1
C 11.60 -17.86 21.94
N 12.62 -18.67 21.18
C 13.31 -18.14 20.20
C 14.23 -18.88 19.50
C 14.42 -20.19 19.83
C 13.69 -20.72 20.88
C 12.78 -19.94 21.55
C 15.34 -21.05 19.04
C 16.52 -20.67 18.45
C 17.34 -21.69 17.82
N 16.93 -22.95 17.61
C 15.73 -23.33 18.09
C 14.92 -22.39 18.80
C 17.88 -23.71 16.77
H 11.82 -16.80 21.78
H 11.67 -18.11 22.99
H 10.70 -18.01 21.35
H 13.40 -17.07 20.08
H 14.84 -18.48 18.71
H 13.79 -21.75 21.19
H 12.24 -20.32 22.40
H 16.78 -19.62 18.54
H 18.18 -21.37 17.22
H 15.37 -24.32 17.85
H 13.98 -22.64 19.26
H 18.82 -23.91 17.29
H 18.02 -23.18 15.82
H 17.41 -24.61 16.38
C 14.99 -14.31 15.87
N 14.24 -15.62 15.82
C 13.42 -16.02 16.87
C 12.73 -17.24 16.80
C 12.82 -18.01 15.62
C 13.65 -17.64 14.64
C 14.33 -16.41 14.72
C 12.12 -19.30 15.56
C 10.75 -19.36 15.50
C 10.01 -20.55 15.48
N 10.79 -21.71 15.45
C 12.15 -21.71 15.52
C 12.80 -20.47 15.56
C 10.14 -22.93 15.09
H 14.28 -13.60 16.28
H 15.46 -14.04 14.93
H 15.75 -14.52 16.63
H 13.52 -15.39 17.74
H 12.18 -17.55 17.68
H 13.83 -18.17 13.72
H 14.77 -15.96 13.84
H 10.14 -18.48 15.56
H 8.94 -20.63 15.32
H 12.72 -22.60 15.75
H 13.85 -20.61 15.78
H 10.77 -23.73 15.48
H 10.08 -22.90 14.00
H 9.14 -22.91 15.53
C 14.81 -24.25 14.63
O 15.17 -22.91 14.51
H 15.20 -24.86 15.45
H 13.72 -24.36 14.64
H 15.29 -24.71 13.77
Cl 10.31 -22.43 19.03
O 10.16 -22.68 20.43
O 11.43 -23.24 18.70
O 9.06 -22.92 18.43
O 10.60 -21.10 18.74
Cl 15.91 -27.25 17.79
C 15.57 -27.91 16.19
C 14.03 -27.94 15.97
Cl 13.26 -29.28 16.89
H 15.86 -28.91 15.86
H 15.99 -27.24 15.44
H 13.83 -28.03 14.90
H 13.78 -26.94 16.34
Cl 6.75 -24.02 16.37
C 5.25 -24.29 17.30
C 3.96 -24.18 16.35
Cl 4.21 -25.17 14.93
H 5.18 -23.56 18.10
H 5.38 -25.29 17.72
H 3.79 -23.11 16.23
H 3.20 -24.52 17.05
Cl 6.59 -24.95 22.78
C 7.58 -24.77 21.24
C 6.84 -25.18 20.05
Cl 6.68 -26.94 20.08
H 8.57 -25.16 21.50
H 7.82 -23.71 21.32
H 7.30 -24.93 19.09
H 5.85 -24.73 19.98
Cl 6.35 -17.86 22.55
C 6.55 -19.00 23.91
C 7.95 -19.29 24.23
Cl 8.64 -20.11 22.80
H 5.96 -19.89 23.69
H 5.93 -18.62 24.72
H 8.11 -20.12 24.93
H 8.59 -18.46 24.50
Cl 8.05 -18.58 17.75
C 7.19 -19.40 19.11
C 6.26 -20.55 18.49
Cl 5.71 -21.68 19.73
H 6.74 -18.59 19.68
H 8.02 -19.72 19.75
H 6.84 -20.98 17.67
H 5.31 -20.29 18.02
C 9.27 -24.04 26.55
C 9.71 -24.34 25.10
C 9.85 -23.07 24.27
C 10.90 -22.13 24.78
N 11.74 -21.44 25.12
H 8.99 -25.00 26.99
H 8.36 -23.47 26.70
H 10.05 -23.57 27.14
H 8.99 -25.01 24.63
H 10.68 -24.82 25.21
H 8.85 -22.66 24.17
H 10.10 -23.51 23.31
C 13.30 -28.47 21.34
C 12.69 -27.05 21.22
C 13.23 -26.14 20.03
C 14.49 -25.55 20.35
N 15.53 -25.11 20.60
H 12.78 -29.15 22.01
H 14.16 -28.40 21.99
H 13.44 -28.89 20.34
H 12.83 -26.57 22.19
H 11.62 -27.15 21.05
H 12.55 -25.34 19.74
H 13.41 -26.68 19.10
*
```

Properties
* LUMO energy: -6.9 eV
* molecular weight: 1136.01 g/mol
* largest force on an atom: 6.24 eV/Å
* Kohn-Sham gap: 0.1184 Ha

=====

Below is a cluster of 5 separate species, C43H66BrClI2N7O6P2 in total in a non-equilibrium geometry, with properties calculated with wB97M-V/def2-TZVPD.

```
! RIJCOSX wB97M-V def2-TZVPD def2/J DEFGRID3
* xyz 1 1
C 1.09 -1.73 2.13
C 0.60 -0.29 1.51
C -0.72 -0.55 0.64
C -0.76 0.19 -0.82
P 0.88 -0.55 -1.58
O 1.02 -2.22 -1.06
Br 0.93 -0.72 -3.83
C -0.22 1.74 -0.71
C -0.76 2.60 0.53
C -1.70 3.87 0.17
C -1.01 5.22 0.77
Cl -1.48 5.45 2.56
N -0.22 2.35 -2.05
P 0.75 3.77 -2.26
N 1.71 4.09 -1.00
O 1.82 3.62 -3.62
O -0.18 5.18 -2.60
C -1.32 2.13 -2.97
C -0.92 2.35 -4.55
C -2.16 2.03 -5.54
O -3.38 2.71 -5.11
C -3.92 3.54 -6.14
O -4.89 3.12 -6.84
C -2.08 0.70 -2.93
N -2.07 0.07 -1.52
O -2.89 1.05 -0.99
C -3.74 0.90 0.10
C -4.83 2.13 0.02
C -6.13 1.77 -0.85
C -5.35 2.48 1.51
C -6.26 3.81 1.61
C -5.83 5.00 0.60
C -7.86 3.51 1.53
C -2.73 -1.27 -1.60
I -1.81 -2.92 -2.65
C -4.24 -1.26 -2.27
C -4.33 -1.63 -3.83
I -5.45 -2.73 -1.14
H 2.19 -1.71 2.45
H 0.48 -1.85 3.11
H 0.81 -2.62 1.48
H 1.46 0.26 1.03
H 0.32 0.33 2.45
H -1.59 -0.22 1.33
H -0.89 -1.69 0.54
H 1.83 -2.30 -0.50
H 0.92 1.70 -0.45
H -1.37 1.99 1.31
H 0.10 3.05 1.17
H -2.69 3.77 0.74
H -1.82 4.07 -0.95
H -1.41 6.14 0.22
H 0.13 5.16 0.77
H 2.70 3.99 -1.30
H 2.24 2.73 -3.51
H -1.09 4.90 -2.84
H -2.11 2.96 -2.79
H -0.74 3.49 -4.67
H 0.06 1.85 -4.84
H -2.36 0.90 -5.65
H -1.89 2.43 -6.58
H -3.47 4.59 -6.26
H -1.80 -0.03 -3.75
H -3.16 1.01 -3.22
H -4.43 -0.03 0.19
H -3.34 1.04 1.18
H -4.31 3.01 -0.50
H -5.77 1.65 -1.95
H -6.79 2.73 -0.87
H -6.72 0.87 -0.48
H -6.00 1.60 1.87
H -4.49 2.56 2.28
H -6.09 4.23 2.68
H -6.43 4.99 -0.37
H -6.05 5.99 1.14
H -4.71 4.96 0.39
H -8.45 4.29 2.14
H -8.23 3.64 0.44
H -8.12 2.43 1.82
H -2.94 -1.67 -0.54
H -4.79 -0.27 -2.14
H -3.50 -1.19 -4.49
H -4.52 -2.75 -4.05
H -5.30 -1.11 -4.21
N 4.25 -2.18 3.49
C 4.52 -3.20 4.32
C 5.70 -3.93 4.28
C 6.64 -3.60 3.32
C 6.38 -2.55 2.45
C 5.18 -1.88 2.58
H 3.75 -3.42 5.05
H 5.87 -4.75 4.98
H 7.57 -4.15 3.26
H 7.10 -2.27 1.69
H 4.93 -1.05 1.92
N -7.40 6.64 -6.55
C -7.61 7.97 -6.48
C -6.62 8.92 -6.67
C -5.33 8.48 -6.95
C -5.09 7.11 -7.02
C -6.15 6.24 -6.82
H -8.63 8.26 -6.26
H -6.85 9.97 -6.61
H -4.53 9.19 -7.10
H -4.10 6.73 -7.23
H -6.01 5.17 -6.87
N 7.59 -5.73 6.48
C 6.72 -6.65 6.93
C 7.11 -7.87 7.48
C 8.46 -8.15 7.56
C 9.38 -7.21 7.11
C 8.90 -6.03 6.58
H 5.67 -6.39 6.84
H 6.36 -8.57 7.82
H 8.80 -9.09 7.98
H 10.44 -7.40 7.16
H 9.57 -5.26 6.21
N 9.81 -9.50 4.84
C 9.88 -10.76 5.30
C 10.95 -11.61 5.07
C 12.02 -11.12 4.33
C 11.98 -9.82 3.85
C 10.86 -9.06 4.13
H 9.02 -11.10 5.87
H 10.96 -12.62 5.47
H 12.88 -11.75 4.14
H 12.80 -9.41 3.27
H 10.78 -8.03 3.78
*
```

Properties
* LUMO energy: -3.0 eV
* molecular weight: 1208.16 g/mol
* largest force on an atom: 5.90 eV/Å
* Kohn-Sham gap: 0.2828 Ha